Record 1
A 5-piece molecular cluster, C51H107BrNO4S2 overall in a non-equilibrium geometry. Source: OMol25; level of theory: ωB97M-V/def2-TZVPD.

Structure (XYZ):
```
166
Properties=species:S:1:pos:R:3
C 3.6657 1.4088 -0.6932
C 2.5131 1.8032 -1.2541
C 1.3374 2.4393 -0.4967
C 1.0808 1.4887 0.6839
C 0.9195 0.0061 0.3164
C 1.9422 -0.9097 0.9855
O 2.1339 -0.5940 2.3503
C 0.1338 2.5366 -1.5155
C -1.2263 2.0744 -0.9824
C -2.1696 1.5594 -2.0936
C -1.9680 3.0487 -0.0436
C -2.8054 2.3127 1.0289
C -4.2017 1.8952 0.5779
C 0.3141 3.9042 -2.2098
C -0.9230 4.6323 -2.7362
C -1.5664 4.0675 -4.0202
C -3.0672 4.3770 -4.0908
O -3.3916 5.2093 -5.1999
C 1.3592 3.9606 -3.3469
S 1.4369 2.4604 -4.3633
C 2.0465 3.1937 -5.8971
C 3.4128 3.8837 -5.7666
N 0.8003 4.7171 -1.0022
C 1.0695 6.1859 -1.1768
C -0.0719 7.1066 -0.7232
C -0.1031 7.3477 0.8141
S -1.5462 6.6206 1.6351
C 1.6492 3.9214 -0.0398
C 3.1031 4.3361 0.1284
C 3.9409 4.6590 -1.1107
O 4.4134 3.9113 -1.9268
Br 4.4013 6.5856 -1.3021
O 0.8972 4.1024 1.1605
C 1.5738 4.2091 2.4115
C 0.5254 4.0950 3.5265
H 4.4483 1.0122 -1.3189
H 3.8586 1.4208 0.3702
H 2.4184 1.6026 -2.3100
H 0.1958 1.8053 1.2290
H 1.8977 1.6303 1.3834
H 0.8593 -0.1927 -0.7489
H -0.0409 -0.3242 0.7166
H 1.5023 -1.9106 0.9430
H 2.8794 -0.9696 0.4450
H 1.2957 -0.2859 2.6978
H 0.3979 1.7461 -2.2099
H -1.0652 1.1898 -0.3817
H -1.5709 1.3055 -2.9637
H -2.9422 2.2732 -2.3448
H -2.6389 0.6319 -1.7887
H -1.2988 3.6939 0.5231
H -2.6848 3.6724 -0.5739
H -2.2375 1.4949 1.4681
H -2.9455 3.0369 1.8323
H -4.1748 1.0434 -0.0923
H -4.7113 2.7368 0.1233
H -4.7547 1.5533 1.4471
H -0.6631 5.6567 -2.9863
H -1.6974 4.7164 -1.9771
H -1.3460 3.0268 -4.1989
H -1.1441 4.6116 -4.8611
H -3.6584 3.4643 -4.1259
H -3.3835 4.9427 -3.2184
H -3.4960 4.6226 -5.9518
H 2.3621 4.1905 -3.0011
H 1.0923 4.7714 -4.0175
H 2.0774 2.4247 -6.6579
H 1.3091 3.9261 -6.2190
H 4.2001 3.3348 -6.2683
H 3.7228 3.9960 -4.7332
H 3.3624 4.8811 -6.1928
H -0.0880 4.7514 -0.4838
H 1.9426 6.4877 -0.6188
H 1.2417 6.4084 -2.2222
H 0.1264 8.0658 -1.1862
H -1.0379 6.7033 -0.9987
H -0.1078 8.4129 1.0046
H 0.7988 6.9403 1.2561
H -2.4490 6.7387 0.6518
H 3.5954 3.5435 0.6779
H 3.1957 5.2178 0.7517
H 2.3151 3.4292 2.5651
H 2.0759 5.1701 2.5050
H 0.5238 4.9957 4.1274
H -0.4562 3.9498 3.0941
H 0.7778 3.2718 4.1848
C -0.8346 -2.9690 7.2636
C -1.0985 -4.0327 6.2013
C 0.0483 -4.1916 5.2037
C 0.3548 -2.9473 4.3700
C -0.8198 -2.4157 3.5505
C -1.3245 -3.4053 2.5040
H -0.7098 -1.9783 6.8230
H -1.6667 -2.9116 7.9661
H 0.0671 -3.2040 7.8321
H -2.0305 -3.8043 5.6767
H -1.2577 -4.9927 6.6976
H -0.1736 -5.0313 4.5392
H 0.9553 -4.4729 5.7468
H 1.1811 -3.1792 3.6922
H 0.7205 -2.1504 5.0244
H -0.5025 -1.4983 3.0399
H -1.6438 -2.1248 4.2076
H -0.5269 -3.6730 1.8064
H -2.1444 -2.9742 1.9264
H -1.6954 -4.3213 2.9632
C 5.0507 -7.5254 0.7786
C 4.8647 -7.0103 2.2029
C 3.4971 -6.3718 2.4394
C 3.2089 -5.1335 1.5896
C 4.2165 -3.9957 1.7470
C 4.2782 -3.4304 3.1635
H 4.9898 -6.7210 0.0439
H 6.0282 -7.9966 0.6687
H 4.2895 -8.2692 0.5344
H 5.6639 -6.3048 2.4455
H 4.9779 -7.8482 2.8956
H 3.4024 -6.1178 3.4990
H 2.7195 -7.1162 2.2401
H 2.2111 -4.7611 1.8503
H 3.1562 -5.4178 0.5347
H 3.9393 -3.1920 1.0583
H 5.2143 -4.3236 1.4434
H 3.3042 -3.0492 3.4733
H 4.9897 -2.6051 3.2183
H 4.5961 -4.1850 3.8842
C -6.0354 7.8156 -5.8098
C -6.8754 7.4219 -4.5976
C -6.9186 5.9138 -4.3566
C -7.5496 5.0966 -5.4849
C -8.9836 5.4867 -5.8388
C -9.9674 5.2935 -4.6884
H -6.4376 7.3971 -6.7334
H -6.0133 8.9003 -5.9237
H -5.0074 7.4666 -5.6943
H -7.8878 7.8191 -4.7053
H -6.4542 7.9008 -3.7092
H -7.4536 5.7202 -3.4219
H -5.8971 5.5518 -4.2005
H -7.5310 4.0394 -5.1988
H -6.9294 5.1752 -6.3827
H -9.3084 4.8789 -6.6868
H -9.0187 6.5247 -6.1800
H -9.9828 4.2515 -4.3621
H -10.9780 5.5617 -4.9974
H -9.7124 5.9154 -3.8291
C 1.1805 -10.9348 1.2728
C 2.0668 -10.6477 2.4817
C 3.5215 -11.0688 2.2803
C 3.7381 -12.5660 2.0550
C 3.2104 -13.4663 3.1709
C 3.8844 -13.2227 4.5184
H 1.1337 -12.0014 1.0501
H 0.1601 -10.5933 1.4529
H 1.5548 -10.4187 0.3859
H 1.6493 -11.1338 3.3672
H 2.0444 -9.5730 2.6852
H 4.1059 -10.7415 3.1452
H 3.9307 -10.5276 1.4209
H 4.8107 -12.7450 1.9322
H 3.2753 -12.8642 1.1104
H 3.3697 -14.5074 2.8797
H 2.1288 -13.3439 3.2756
H 4.9616 -13.3854 4.4478
H 3.4920 -13.9044 5.2739
H 3.7168 -12.2060 4.8766
```

Summary:
Total charge: +1
Lowest unoccupied orbital energy in eV: -2.7
Highest occupied orbital energy in hartree: -0.4202
Largest force on an atom in eV Å⁻¹: 2.536

---

Record 2
C51H110FeN7O21 as an isolated structure in a non-equilibrium geometry. Source: OMol25; level of theory: ωB97M-V/def2-TZVPD.

Structure (XYZ):
```
190
Properties=species:S:1:pos:R:3
Fe 0.5116 0.5227 0.8511
C 3.3760 5.6173 -2.4464
C 3.7861 6.1159 -1.0272
O 4.5522 7.0932 -0.7316
N 3.4279 5.1080 0.1149
H 3.2624 5.6195 0.9699
H 2.5184 4.7023 -0.0530
C 4.5507 4.0976 0.2356
H 3.6669 4.5779 -2.5981
H 3.7361 6.0967 -3.3566
H 2.2877 5.6558 -2.3996
H 5.5448 4.3296 -0.1465
H 4.0262 3.2080 -0.1131
H 4.9612 3.9749 1.2379
C 5.2545 3.0010 5.1032
C 4.8219 1.5617 4.9581
O 5.5721 0.6718 5.3009
N 3.3222 1.3873 4.7698
H 2.9305 1.8047 5.6019
H 2.8990 1.9984 4.0861
C 2.7640 -0.0057 4.6836
H 6.3268 2.9288 5.2853
H 4.7549 3.6554 5.8175
H 5.2557 3.4601 4.1146
H 2.9302 -0.6523 5.5452
H 3.1062 -0.5364 3.7952
H 1.6984 0.1406 4.5066
C -6.1127 6.2207 1.0441
C -5.1166 5.0711 0.8795
O -5.1846 4.1321 0.0920
N -4.0911 5.1404 2.0162
H -4.0023 6.1465 2.0201
H -4.5575 4.9555 2.8927
C -2.7711 4.3053 1.8018
H -6.6094 6.3289 2.0083
H -6.8757 6.1891 0.2663
H -5.6016 7.1421 0.7649
H -2.9774 3.2878 1.4697
H -2.1920 4.4022 2.7201
H -2.2946 4.8199 0.9674
C -3.8265 -3.7754 -1.6616
C -3.9665 -2.8238 -2.9315
C -3.7756 -1.3687 -2.4658
C -3.7029 -0.4461 -3.7166
N -3.4930 1.0656 -3.4956
C -4.2856 1.6472 -2.3669
C -4.4768 3.1425 -2.6809
C -4.3090 3.2843 -4.1803
C -3.9891 1.9312 -4.6986
C -1.9432 1.2409 -3.3399
H -2.9211 -3.4591 -1.1435
H -4.0469 -4.8070 -1.9359
H -4.6392 -3.4464 -1.0141
H -4.9191 -2.9464 -3.4469
H -3.1549 -3.1324 -3.5904
H -2.9408 -1.2493 -1.7752
H -4.7012 -1.1150 -1.9491
H -4.6157 -0.5166 -4.3082
H -2.9754 -0.8626 -4.4133
H -3.6168 1.5776 -1.5090
H -5.2516 1.1437 -2.3309
H -3.6573 3.5869 -2.1160
H -5.4055 3.4208 -2.1827
H -3.4283 3.9148 -4.3030
H -5.1563 3.7580 -4.6760
H -3.2703 1.9064 -5.5175
H -4.9316 1.5080 -5.0460
H -1.6148 0.9664 -2.3375
H -1.8018 2.3202 -3.3963
H -1.4572 0.8145 -4.2175
C 5.2090 -3.0659 3.3706
C 4.7606 -2.8516 1.9445
C 4.2064 -4.0675 1.2587
C 3.7049 -3.7059 -0.1616
N 3.5468 -4.7980 -1.2912
C 2.7658 -6.0357 -0.6650
C 3.8219 -7.1443 -0.4622
C 4.9118 -6.7628 -1.4373
C 4.9910 -5.2592 -1.5531
C 2.7597 -4.1838 -2.4852
H 5.9789 -2.3608 3.6839
H 5.4879 -4.0895 3.6208
H 4.3561 -2.8578 4.0166
H 5.5772 -2.3154 1.4609
H 4.0303 -2.0424 1.9508
H 3.3089 -4.3125 1.8267
H 4.8645 -4.9149 1.4506
H 4.3387 -2.8912 -0.5119
H 2.7525 -3.2010 0.0000
H 2.0624 -6.4405 -1.3926
H 2.2510 -5.7819 0.2616
H 3.5006 -8.1358 -0.7814
H 4.2436 -7.1868 0.5420
H 4.5134 -7.1493 -2.3754
H 5.9599 -7.0103 -1.2685
H 5.2399 -5.0628 -2.5959
H 5.7813 -4.8559 -0.9200
H 2.6183 -5.0495 -3.1322
H 3.4467 -3.5027 -2.9875
H 1.7897 -3.8580 -2.1097
C 0.6676 -2.2384 -9.0405
C 0.9405 -2.1600 -7.5451
C 1.9660 -1.0488 -7.2034
C 1.8660 -0.7861 -5.6946
N 3.0173 0.2719 -5.3152
C 3.0072 0.6888 -3.7999
C 3.6407 2.0284 -3.7260
C 3.4257 2.6245 -5.0237
C 2.7704 1.6626 -5.9471
C 4.4480 -0.0747 -5.5196
H 1.3986 -2.7528 -9.6642
H 0.2606 -1.3322 -9.4891
H -0.2276 -2.8584 -9.0897
H 1.4877 -3.0310 -7.1847
H 0.0773 -1.9241 -6.9227
H 1.8458 -0.0707 -7.6692
H 2.9060 -1.5298 -7.4739
H 2.1287 -1.5636 -4.9772
H 0.9492 -0.3159 -5.3390
H 3.4420 -0.0705 -3.1499
H 1.9483 0.7349 -3.5454
H 4.6961 1.9176 -3.4770
H 3.2135 2.5679 -2.8807
H 4.3296 2.8661 -5.5829
H 2.8467 3.5411 -4.9105
H 3.1545 1.7857 -6.9598
H 1.6876 1.7538 -6.0328
H 5.1087 0.7346 -5.2086
H 4.4742 -0.1321 -6.6077
H 4.5640 -0.9613 -4.8963
C -1.3449 1.0579 5.4446
C -1.9800 -0.3145 5.6213
C -3.5586 -0.3323 5.2867
C -4.2563 -1.7095 5.5435
N -5.7776 -1.6038 5.7383
C -6.3135 -1.0687 7.1026
C -6.6435 -2.3009 8.0188
C -6.4460 -3.5963 7.0971
C -6.4437 -2.9829 5.6287
C -6.2865 -0.6481 4.6565
H -0.4021 1.0908 5.9906
H -1.8091 1.8045 6.0889
H -1.2448 1.2856 4.3834
H -1.8641 -0.5875 6.6701
H -1.3993 -0.9709 4.9732
H -3.6375 -0.1372 4.2172
H -4.0646 0.4339 5.8741
H -3.9913 -2.1557 6.5020
H -3.9243 -2.4155 4.7823
H -7.2133 -0.5546 6.7648
H -5.5375 -0.4397 7.5387
H -7.6476 -2.1895 8.4280
H -5.9417 -2.3308 8.8523
H -7.3478 -4.1877 7.2558
H -5.6159 -4.2098 7.4476
H -7.4526 -2.8252 5.2474
H -5.8453 -3.6456 5.0034
H -5.9997 0.3382 5.0212
H -7.3501 -0.8431 4.5194
H -5.6780 -0.9280 3.7965
O 4.5463 0.8273 1.0303
C 3.8170 0.0887 0.2336
O 2.5538 0.1597 0.3665
O 4.2256 -0.3932 -0.8129
H 5.3103 0.8951 0.4529
O -0.8858 3.9512 -1.2407
C 0.2145 3.1701 -1.0447
O 0.1785 1.9791 -0.5959
O 1.3315 3.7115 -1.1233
H -0.4117 4.7844 -1.2920
O 0.4795 4.1253 2.3587
C 1.2391 3.0572 2.5492
O 0.8505 1.9284 2.2818
O 2.3289 3.3014 2.9914
H 1.2372 4.6616 2.6033
O -0.5840 -3.0481 2.6419
C 0.4906 -2.2124 2.8213
O 0.5781 -1.0980 2.2417
O 1.5599 -2.5726 3.3888
H -1.2102 -2.5743 2.0896
O -0.1337 -2.9870 -0.9546
C 0.1418 -1.7846 -1.4051
O 0.2589 -1.6107 -2.6099
O 0.1931 -0.8716 -0.6556
H -0.1896 -3.1297 -1.9023
O -3.6843 1.1121 1.2635
C -2.6610 0.3014 1.2348
O -2.9036 -0.8978 1.4168
O -1.5054 0.6726 1.1329
H -4.3523 0.4295 1.3611
```

Summary:
Total charge: +4
Lowest unoccupied orbital energy (spin up / spin down) in eV: -8.3 / -8.3
Highest occupied orbital energy (spin up / spin down) in hartree: -0.5459 / -0.5382
Largest force on an atom in eV Å⁻¹: 7.841
<S²>: 8.757
Spin multiplicity: 6